2 unconnected molecules or ions with the total composition C6H12N2 at a distorted geometry, computed with ωB97M-V/def2-TZVPD.

Structure (XYZ):
```
20
Properties=species:S:1:pos:R:3:forces:R:3
N -1.2476 -0.5317 1.3410 -1.20 -1.88 -0.84
N 0.8532 -1.0007 0.6850 -1.73 0.52 1.08
C -0.4350 -1.3542 0.4988 1.69 2.04 2.43
C -1.2112 -0.1024 -2.1434 2.07 -3.84 -2.05
C 0.8407 -0.0231 1.7290 -1.02 -0.39 -2.42
C 1.8932 0.9004 2.1813 -0.30 2.45 -1.67
C -0.4472 0.2618 2.0567 1.97 -0.96 -0.08
C 0.1301 0.2101 -2.7927 0.52 -2.02 0.45
H -0.7197 0.8732 2.8602 -0.92 0.85 0.69
H -1.1540 -1.1510 -1.6957 -0.23 1.25 -1.30
H -1.9184 -0.1040 -2.9091 -1.82 0.18 -0.78
H -2.1967 -0.6136 1.7203 0.42 -0.60 -1.16
H 0.2727 1.2139 -3.0880 0.07 1.40 0.23
H 2.8684 0.7163 1.8003 0.76 -0.39 -0.40
H 1.6206 2.0251 1.8292 0.67 -2.56 1.05
H 0.2109 -0.3211 -3.7941 0.26 0.02 1.50
H 1.9260 0.8183 3.2295 0.26 0.44 1.46
H -1.4219 0.4291 -1.3284 -1.04 2.79 2.92
H -0.7216 -2.1326 -0.1922 -0.42 0.21 0.44
H 0.8576 -0.1138 -1.9877 0.00 0.47 -1.56
```
Forces are in eV/Å.

Calculated values
energy above the lowest of the compared OMol25 structures with the same formula, charge and spin: 40.0 kcal/mol
Kohn-Sham gap: 9.3 eV
HOMO: -8.409 eV
net charge: 0

Need the Mulliken charges? In units of e they are: -0.074, -0.580, -0.592, -0.689, 0.745, -1.233, -0.515, -0.759, 0.452, -0.004, 0.424, 0.239, 0.290, 0.353, 0.230, 0.230, 0.345, 0.300, 0.605, 0.232